Computed, not measured: a cluster of 2 separate species, C14H21Si in total in a non-equilibrium geometry, with the ωB97M-V functional and the def2-TZVPD basis.

Geometry (Å):
C 2.4925 1.8525 -2.8763
Si 1.3248 0.9559 -4.0336
C -0.4103 1.5147 -3.5832
C 1.4359 -0.8628 -3.6000
H 0.2358 0.1641 0.7818
H 3.2264 2.4597 -3.4301
H 1.9090 2.5017 -2.2034
H 3.0231 1.1217 -2.2436
H -0.9400 1.9383 -4.4528
H -0.9766 0.6567 -3.1864
H -0.3572 2.2699 -2.7827
H 1.6938 -1.4796 -4.4755
H 2.1954 -1.0081 -2.8146
H 0.4699 -1.1944 -3.1857
C 1.2533 -0.7357 2.3408
C 2.3171 0.3758 2.5518
C 1.4593 1.6000 2.7636
C 0.1544 1.3615 2.4816
C 0.0009 -0.0119 1.8239
C -1.3341 -0.7434 1.7162
C -2.5287 -0.0130 1.7533
C -3.7381 -0.6234 1.3946
C -3.7794 -1.9735 1.0367
C -2.5897 -2.7037 1.0101
C -1.3773 -2.1065 1.3717
H 1.5791 -1.5255 1.6632
H 1.0309 -1.1551 3.3296
H 3.0032 0.1199 3.3723
H 2.9258 0.5227 1.6385
H 1.9329 2.5461 3.0382
H -0.6798 2.0618 2.5850
H -2.5027 1.0361 2.0344
H -4.6513 -0.0367 1.3954
H -4.7240 -2.4370 0.7318
H -2.6134 -3.7505 0.6996
H -0.4608 -2.6986 1.3538

## Properties
Total charge   +1
Highest occupied orbital energy   -10.889 eV
ΔE to the lowest compared entry with this formula, charge and spin   192.1 kJ/mol

Mulliken population analysis, charges in e, atoms 1 to 8:
1. C -0.875
2. Si 0.740
3. C -0.901
4. C -0.886
5. H 0.023
6. H 0.358
7. H 0.310
8. H 0.288


Computed, not measured: a structure of composition C54H59N8SW, with the ωB97M-V functional and the def2-TZVPD basis.

Geometry (Å):
W 0.1916 0.4924 0.7196
C 2.7345 -1.1426 1.6324
C 3.6868 0.0326 1.8275
C 3.2725 1.0421 2.9015
C 4.0600 0.6980 0.5155
C 5.3979 0.6011 0.1439
C 5.8758 1.1975 -1.0043
C 4.9914 1.8938 -1.8072
C 3.6416 2.0025 -1.4917
C 2.7229 2.7032 -2.4775
C 1.9517 1.6531 -3.2820
C 3.4218 3.6809 -3.4218
C 3.1596 1.4033 -0.3069
N 1.7800 1.5515 0.0696
C 1.1432 2.8963 0.1570
C -1.1214 2.6471 0.1599
N -1.5352 1.2359 0.0876
C -2.8535 0.7110 -0.1338
C -3.2806 0.2853 -1.4072
C -4.4923 -0.3914 -1.5010
C -5.2978 -0.6114 -0.3960
C -4.9119 -0.1047 0.8289
C -3.7000 0.5643 0.9778
C -3.3621 1.1270 2.3425
C -3.2756 0.0310 3.4073
C -4.3838 2.1933 2.7481
C -2.5804 0.6011 -2.7187
C -2.5932 2.1109 -2.9803
C -1.2027 -0.0342 -2.8894
C -1.6772 4.0996 0.2505
C -2.3576 5.0675 0.8770
C -1.9513 6.4956 0.7205
C -0.7965 7.1494 0.3890
C 0.5557 6.6022 0.1973
C 1.7435 7.1742 -0.0698
C 2.9421 6.3310 -0.2090
C 2.9929 4.9991 0.0064
C 1.7841 4.2966 0.4931
C 0.5632 5.1608 0.4141
H 2.4726 -1.6014 2.5859
H 3.1840 -1.8953 0.9841
H 1.7775 -0.8829 1.1438
H 4.6063 -0.4301 2.1941
H 2.5076 1.7234 2.5427
H 4.1365 1.6448 3.1832
H 2.9058 0.5357 3.7989
H 6.0777 0.0585 0.7902
H 6.9216 1.1234 -1.2708
H 5.3593 2.3599 -2.7094
H 2.0081 3.2994 -1.9159
H 2.6319 1.1349 -3.9616
H 1.1605 2.1128 -3.8789
H 1.5022 0.9092 -2.6244
H 4.0459 3.1700 -4.1563
H 4.0374 4.3962 -2.8747
H 2.6689 4.2439 -3.9757
H -4.8188 -0.7330 -2.4760
H -6.2365 -1.1397 -0.5023
H -5.5616 -0.2235 1.6880
H -2.3933 1.6166 2.2779
H -4.2600 -0.4061 3.5882
H -2.9227 0.4413 4.3556
H -2.6020 -0.7721 3.1013
H -5.3647 1.7475 2.9243
H -4.4952 2.9450 1.9664
H -4.0698 2.6908 3.6686
H -3.2109 0.1576 -3.4933
H -2.1337 2.6741 -2.1721
H -3.6214 2.4630 -3.0747
H -2.0682 2.3444 -3.9092
H -0.4985 0.3194 -2.1367
H -0.7917 0.2025 -3.8719
H -1.2833 -1.1211 -2.8137
H -3.2436 4.8935 1.4753
H -2.7777 7.1719 0.9174
H -0.8767 8.2302 0.3368
H 1.8449 8.2425 -0.2184
H 3.8511 6.8278 -0.5259
H 3.9082 4.4500 -0.1789
C -0.0687 -4.7192 2.9154
C -0.1339 -4.3600 4.4006
C 1.0766 -4.9877 5.1065
C -1.4286 -4.9457 4.9814
C -0.1181 -2.8499 4.6238
C -0.2089 -2.3401 5.9338
C -0.2102 -0.9878 6.1987
C -0.1175 -0.1080 5.1244
S -0.1481 1.6318 5.1206
C -0.0104 1.6321 3.4149
N 0.0443 0.4202 2.8577
C -0.0211 -0.5871 3.8248
C -0.0183 -1.9561 3.5745
C 0.1140 2.7892 2.5679
C 0.6870 3.9579 2.8783
C 1.1258 4.8437 1.8079
C -0.4684 4.5375 -0.4941
C -0.0200 3.1377 -0.8412
C 0.0364 2.5057 1.1421
H -0.0861 -5.8039 2.8034
H 0.8471 -4.3534 2.4455
H -0.9277 -4.3120 2.3751
H 1.0693 -6.0705 4.9699
H 1.0663 -4.7862 6.1778
H 2.0103 -4.5967 4.6975
H -1.4532 -6.0255 4.8249
H -2.3044 -4.5059 4.4987
H -1.5106 -4.7640 6.0529
H -0.2853 -3.0257 6.7674
H -0.2903 -0.6243 7.2144
H 0.0468 -2.2869 2.5500
H 0.9685 4.2278 3.8917
H 1.6256 5.7318 2.1737
H -0.6607 5.2135 -1.3279
H 0.0196 2.8184 -1.8781
N -3.1052 -3.8968 0.2368
N -1.9524 -3.1671 0.0685
N -1.0269 -3.5178 -0.7928
C -0.1979 -2.4882 -0.7134
N -0.6303 -1.5796 0.1711
N -1.7653 -2.0426 0.6737
H -2.8654 -4.8812 0.2152
H -3.5258 -3.6245 1.1180
H 0.6971 -2.3868 -1.3026

## Properties
Total charge   +1
Highest occupied orbital energy (alpha / beta)   -9.559 / -9.540 eV

Mulliken population analysis, charges in e, atoms 1 to 8:
1. W 0.758
2. C -1.781
3. C 0.372
4. C -1.950
5. C 0.354
6. C -1.060
7. C -1.457
8. C -0.709


Computed, not measured: a structure of composition C48H40As2N3NiS in a non-equilibrium geometry, with the ωB97M-V functional and the def2-TZVPD basis.

Geometry (Å):
Ni 0.9365 -1.4700 1.6386
C -1.1862 1.2014 -0.0613
C -0.1631 2.1835 0.5721
As 1.7887 1.8509 0.3557
C 2.0572 1.7660 -1.6100
C 1.9490 2.9019 -2.4370
C 1.8599 2.7781 -3.8627
C 1.9003 1.5256 -4.4408
C 1.9755 0.3829 -3.6517
C 2.0205 0.5014 -2.2396
C 2.7631 3.4678 0.9375
C 2.2934 4.7173 0.5342
C 2.8763 5.8578 1.0434
C 3.9352 5.7791 1.9828
C 4.4017 4.5174 2.3569
C 3.8205 3.3644 1.8465
As -1.9465 1.8688 -1.8603
C -3.6076 2.5315 -1.0225
C -3.9760 3.8703 -1.0695
C -5.1989 4.2825 -0.5606
C -6.0298 3.3321 0.0677
C -5.5922 2.0310 0.2821
C -4.3758 1.6274 -0.2755
C -2.4902 0.0935 -2.4684
C -1.5014 -0.9010 -2.5652
C -1.8360 -2.1279 -3.1411
C -3.1062 -2.4094 -3.5956
C -4.0493 -1.3900 -3.5711
C -3.7636 -0.1513 -3.0620
H -2.0536 1.0831 0.6244
H -0.7916 0.1759 -0.2069
H -0.4246 2.2644 1.6156
H -0.2940 3.2045 0.1463
H 2.1044 3.9002 -2.0137
H 1.7594 3.6542 -4.4723
H 1.7543 1.4126 -5.5129
H 2.0095 -0.5893 -4.1210
H 2.0771 -0.3726 -1.5814
H 1.4382 4.8614 -0.1219
H 2.5413 6.8358 0.7602
H 4.3489 6.6644 2.3990
H 5.2527 4.4541 3.0548
H 4.1032 2.3900 2.1950
H -3.3434 4.6135 -1.5836
H -5.4698 5.3377 -0.6096
H -6.9939 3.6359 0.4117
H -6.2407 1.3657 0.8541
H -4.0665 0.5639 -0.1911
H -0.5051 -0.7643 -2.0966
H -1.0125 -2.8189 -3.2614
H -3.3335 -3.4216 -3.8995
H -5.0211 -1.5686 -3.9971
H -4.5199 0.6185 -3.0340
N -2.0659 -3.9354 0.9854
C -3.3583 -3.4442 1.2184
C -4.4813 -4.1428 0.7775
C -5.7229 -3.6515 0.9316
C -5.9026 -2.3877 1.5378
C -4.8050 -1.6615 1.9886
C -3.5352 -2.2540 1.9244
S -2.1888 -1.3891 2.6361
N -0.8517 -2.0962 1.9369
C -0.9171 -3.2410 1.2336
C 0.3355 -3.8601 0.7511
C 0.4292 -5.0557 0.0084
C 1.6109 -5.4164 -0.5446
C 2.7448 -4.6522 -0.3473
C 2.6573 -3.5453 0.4477
N 1.4795 -3.1062 0.9083
H -1.9426 -4.7175 0.3463
H -4.2852 -5.1200 0.3430
H -6.5837 -4.2048 0.5622
H -6.9053 -2.0025 1.6966
H -4.9535 -0.6437 2.4116
H -0.4656 -5.7319 -0.0490
H 1.7270 -6.3621 -1.1097
H 3.7092 -4.8871 -0.8044
H 3.5548 -2.9549 0.6617
C 6.3205 -1.4380 1.1069
C 5.7112 -0.7940 0.0185
C 4.4981 -0.1566 0.1406
C 3.7284 -0.2265 1.3337
C 2.4180 0.3458 1.5206
C 1.7072 0.0073 2.7350
C 2.4569 -0.4489 3.8553
C 3.7901 -0.7724 3.7276
C 4.4065 -0.8525 2.4782
C 5.7106 -1.3707 2.3466
H 7.3034 -1.8827 0.9146
H 6.1319 -0.9035 -0.9590
H 4.1150 0.4111 -0.7009
H 0.7628 0.4687 2.9284
H 1.9356 -0.6172 4.7816
H 4.3966 -1.0663 4.6126
H 6.2501 -1.7234 3.2268

## Properties
Total charge   +1
Highest occupied orbital energy (alpha / beta)   -7.315 / -9.028 eV
Spin multiplicity   3
ΔE to the lowest compared entry with this formula, charge and spin   0.0 kJ/mol

Mulliken population analysis, charges in e, atoms 1 to 8:
1. Ni -0.565
2. C 0.008
3. C -1.392
4. As 1.860
5. C 0.513
6. C -0.614
7. C -0.764
8. C -0.497